Record 1
A structure of composition C7H28N14O7Tl in a non-equilibrium geometry, computed with ωB97M-V/def2-TZVPD.

Computed properties:
- energy above the lowest of the compared OMol25 structures with the same formula, charge and spin (kJ/mol) = 698.6
- Kohn-Sham gap (eV) = 1.21
- E_tot (eV) = -47572.4695
- total charge = +3

Cartesian coordinates (Å):
Tl1 -0.4637 -0.2530 -2.0895
C1 -4.1671 -5.0056 2.6202
O1 -3.7279 -4.1479 1.8666
N1 -4.8105 -4.7042 3.7091
N2 -4.1178 -6.2434 2.3085
H1 -4.8678 -5.3629 4.4727
H2 -4.9482 -3.7114 3.8330
H3 -4.6658 -6.8335 2.9182
H4 -4.0500 -6.4161 1.3157
C2 5.7638 2.9000 1.1181
O2 4.6998 2.4432 0.6782
N3 6.7736 3.2955 0.3581
N4 6.1122 3.0044 2.4114
H5 7.6640 3.5083 0.7846
H6 6.6040 3.0644 -0.6104
H7 7.0055 3.4312 2.6110
H8 5.4481 2.7900 3.1416
C3 3.0529 5.0021 -6.0365
O3 2.8901 3.9506 -5.4700
N5 2.1105 5.6997 -6.6624
N6 4.2528 5.5795 -6.2067
H9 1.2087 5.2461 -6.6967
H10 2.2358 6.6619 -6.9429
H11 5.0849 5.0428 -6.0076
H12 4.2225 6.4925 -6.6375
C4 -0.2079 7.0496 -0.0598
O4 -0.4838 5.9848 -0.5460
N7 0.3354 7.2334 1.1075
N8 -0.3190 8.2088 -0.6717
H13 0.4228 8.1657 1.4858
H14 0.2005 6.4914 1.7794
H15 -0.0597 9.0947 -0.2618
H16 -0.9454 8.1710 -1.4631
C5 -7.1342 1.1012 0.6449
O5 -5.9963 1.3240 0.2122
N9 -8.1375 1.9571 0.5747
N10 -7.4701 0.0872 1.3018
H17 -8.9636 2.0130 1.1530
H18 -7.7889 2.8442 0.2404
H19 -8.3324 -0.1686 1.7613
H20 -6.7048 -0.5718 1.3147
C6 2.9096 -3.5779 3.7582
O6 2.4762 -3.3425 2.6624
N11 3.5863 -4.6661 4.0282
N12 2.7076 -2.8531 4.8264
H21 3.9400 -4.8263 4.9606
H22 3.9391 -5.2130 3.2559
H23 2.0799 -2.0625 4.7954
H24 3.1423 -3.0565 5.7152
C7 -0.1352 -7.6016 -2.9149
O7 0.2761 -6.4766 -2.9245
N13 0.6173 -8.5959 -2.7690
N14 -1.3319 -8.0057 -3.1906
H25 1.5600 -8.4880 -2.4228
H26 0.0726 -9.4415 -2.6777
H27 -1.9616 -7.2412 -3.3883
H28 -1.6037 -8.9715 -3.0747

Force components x, y, z for each atom (eV/Å):
Tl 0.028 0.008 0.011
C 0.309 2.203 -1.405
O 0.592 1.592 -0.884
N -1.239 1.488 2.823
N 0.195 -4.346 -0.809
H -0.189 0.417 0.075
H 0.071 -0.269 0.627
H 0.074 -0.568 -0.729
H 0.178 -0.516 0.321
C -0.796 -0.592 1.031
O 0.494 0.228 0.289
N 0.215 0.284 -2.016
N -0.676 -0.031 1.192
H 0.009 -0.201 -0.784
H 0.884 0.380 -0.126
H -0.429 -0.207 0.530
H 0.303 0.133 -0.117
C 1.292 0.155 -0.668
O -0.520 -1.212 0.860
N -2.251 0.220 -0.425
N 0.882 0.322 0.183
H -0.102 0.535 -0.086
H -0.310 -0.267 0.008
H 0.013 0.486 -0.013
H 0.985 -0.230 0.127
C 0.425 0.812 0.019
O -0.782 -1.986 -0.982
N 1.266 -0.799 4.225
N -1.439 1.841 -2.916
H -0.016 -0.326 0.050
H 0.369 0.119 0.004
H -0.128 -0.236 -0.244
H 0.303 0.571 -0.152
C 0.678 3.097 -0.972
O -0.092 -0.011 -0.289
N -0.760 3.866 -1.638
N 0.771 -6.762 2.813
H 0.315 -0.431 0.101
H -0.604 0.296 -0.176
H 0.111 0.459 -0.348
H -0.414 -0.526 0.498
C 0.156 -0.605 0.792
O -1.126 0.928 -2.705
N 1.990 -2.690 -0.087
N -1.074 2.764 2.434
H -0.007 -0.299 -0.352
H -0.030 0.001 0.275
H 0.212 -0.191 -0.080
H -0.125 0.102 -0.272
C -0.114 1.666 -1.083
O 0.329 3.707 0.392
N 4.239 -5.288 1.525
N -4.663 0.948 -0.835
H -0.152 -0.347 -0.094
H 1.450 -0.554 0.317
H -0.588 -0.718 -0.059
H -0.513 0.581 -0.176

***

Record 2
An isolated molecule of C3H4N2OS in a non-equilibrium geometry, computed with ωB97M-V/def2-TZVPD.

Computed properties:
- SMILES = Nc1cc(=S)o[nH]1
- energy above the lowest of the compared OMol25 structures with the same formula, charge and spin (kJ/mol) = 212.9
- Kohn-Sham gap (eV) = 8.52
- E_tot (eV) = -19036.8417

Cartesian coordinates (Å):
N1 0.4528 -0.9673 1.5229
C1 0.1972 -0.2323 0.4231
C2 -0.7909 0.6852 0.1547
C3 -0.6983 1.0542 -1.2096
S1 -1.4586 2.0847 -2.1929
O1 0.2721 0.2793 -1.7167
N2 0.9936 -0.3998 -0.6935
H1 0.3330 -0.5360 2.4365
H2 1.3287 -1.5000 1.4729
H3 -1.6592 0.9386 0.7800
H4 1.0295 -1.4066 -0.9776

Force components x, y, z for each atom (eV/Å):
N 1.163 -0.764 0.919
C -1.430 1.359 -0.161
C -0.725 -0.352 1.334
C 0.063 -0.447 0.725
S -0.538 0.497 -0.231
O 1.967 -0.757 -1.398
N -0.692 -0.932 -0.703
H -0.194 -0.112 -0.499
H -0.606 0.387 0.161
H 0.904 0.025 -0.201
H 0.087 1.096 0.054

***

Number 1 is which compound?
C7H28N14O7Tl